Density functional theory data (ωB97M-V with the def2-TZVPD basis set) for a molecular structure, C28H50BiN3O2P2 at a distorted geometry.

Each line ends with the Löwdin charge.
Positions of all 86 atoms, in Å:
Bi -0.6889 0.1516 -1.7070  1.369
P -0.1272 -2.4513 -1.8155  0.902
P -0.1485 2.7632 -1.4987  0.895
N 1.4424 0.2071 -2.4101  -0.371
C 1.5259 -2.3290 -2.5934  -0.303
H 2.1600 -3.1354 -2.1869  0.098
H 1.4198 -2.5233 -3.6751  0.093
C 2.2753 -0.9916 -2.3904  -0.304
H 2.8614 -1.0429 -1.4516  0.121
H 3.0355 -0.8994 -3.1896  0.129
C 2.2536 1.4146 -2.3162  -0.310
H 2.9651 1.4151 -3.1754  0.133
H 2.9158 1.3798 -1.4203  0.106
C 1.4885 2.7541 -2.3342  -0.302
H 1.3446 3.0710 -3.3787  0.090
H 2.1183 3.5184 -1.8524  0.098
C 0.0612 3.6111 0.1323  -0.526
C -1.0785 3.2860 1.1059  -0.102
H -0.7979 3.6456 2.1053  0.096
H -1.2678 2.2086 1.1845  0.041
H -2.0125 3.7872 0.8208  0.073
C -1.3276 3.6963 -2.5793  -0.547
C -2.7124 3.8348 -1.9279  -0.100
H -3.4163 4.2048 -2.6856  0.096
H -2.7075 4.5560 -1.0989  0.077
H -3.1064 2.8775 -1.5587  0.067
C -1.2880 -3.2240 -3.0309  -0.547
C -2.6897 -3.4377 -2.4408  -0.100
H -3.3816 -3.6638 -3.2639  0.097
H -3.0824 -2.5500 -1.9273  0.058
H -2.7164 -4.2867 -1.7442  0.080
C 0.0693 -3.5066 -0.3045  -0.519
C -1.1079 -3.3527 0.6612  -0.107
H -0.8860 -3.9162 1.5796  0.090
H -2.0481 -3.7411 0.2412  0.074
H -1.2508 -2.3057 0.9544  0.043
C -3.2085 -0.1622 0.0080  -0.051
C -0.7872 5.0316 -3.0957  -0.093
H -0.6738 5.7718 -2.2955  0.067
H 0.1735 4.9211 -3.6122  0.076
H -1.5080 5.4332 -3.8206  0.097
C -0.7477 -4.4887 -3.6995  -0.093
H -1.4620 -4.7978 -4.4744  0.098
H 0.2185 -4.3237 -4.1898  0.077
H -0.6463 -5.3208 -2.9934  0.067
C 0.3729 -4.9751 -0.6128  -0.097
H 0.6957 -5.4642 0.3184  0.096
H -0.5174 -5.5158 -0.9659  0.078
H 1.1852 -5.1021 -1.3418  0.080
C 0.2921 5.1210 0.0252  -0.097
H -0.6240 5.6606 -0.2472  0.076
H 0.5999 5.4957 1.0111  0.096
H 1.0896 5.3821 -0.6807  0.081
H 0.9868 3.1612 0.5352  0.099
H 0.9583 -3.0680 0.1825  0.115
H -1.4365 3.0273 -3.4539  0.104
H -1.3704 -2.4471 -3.8127  0.100
O -4.0455 -0.1984 0.7754  0.083
H 0.0264 0.2126 -3.5741  0.102
H -0.9689 0.1803 -3.5249  -0.031
C 1.8882 0.2152 5.2072  0.025
N 1.9039 0.3206 3.7641  -0.059
N 0.9143 -0.1396 2.9704  0.057
C 1.1814 0.2104 1.6662  -0.411
O 0.4091 -0.1022 0.7201  -0.182
C 2.4068 0.9503 1.7125  0.056
C 2.7833 1.0266 3.0318  -0.257
C 3.9112 1.7320 3.6755  0.000
C -0.1765 -0.9441 3.4279  -0.195
C -1.4829 -0.5481 3.1253  -0.026
C -2.5409 -1.3426 3.5512  -0.068
C -2.2866 -2.5382 4.2288  -0.057
C -0.9751 -2.9310 4.5125  -0.058
C 0.0925 -2.1284 4.1147  -0.029
H 2.8522 -0.1836 5.5475  0.111
H 1.0989 -0.4516 5.5440  0.085
H 1.7402 1.2042 5.6636  0.111
H 2.9041 1.3626 0.8456  0.101
H 3.5669 2.4883 4.3998  0.102
H 4.5862 1.0385 4.2013  0.103
H 4.4923 2.2493 2.9015  0.096
H -1.6305 0.4037 2.6088  0.103
H -3.5658 -1.0217 3.3702  0.108
H -3.1219 -3.1651 4.5454  0.119
H -0.7754 -3.8567 5.0518  0.119
H 1.1273 -2.4093 4.3242  0.129

Values from the calculation:
Strongest force on any atom   4.24 eV Å⁻¹
Relative energy (zero: lowest compared OMol25 entry of this formula, charge and spin)   0.000 eV
Net charge   +2
Frontier orbital gap   0.2658 hartree
Electronic energy   -62813.21492 eV
2S+1   1

=====

Density functional theory data (ωB97M-V with the def2-TZVPD basis set) for 2 unconnected molecules or ions with the total composition C7H18NO3PS at a distorted geometry.

Each line ends with the Löwdin charge.
Positions of all 31 atoms, in Å:
N 1.0745 4.3582 1.2925  -0.341
P -0.1746 3.4393 1.7131  0.516
S -0.0601 1.4626 0.8693  0.805
C -0.7646 1.5429 -0.8761  -0.375
C 0.3801 1.5110 -1.9879  -0.230
C 0.7595 -0.0061 -2.4419  -0.074
C 2.0407 0.1709 -3.4015  -0.419
O 1.9344 0.2594 -4.6338  0.067
O 3.2786 0.2640 -2.7016  0.047
H 1.7215 3.8247 0.6793  -0.032
H -1.4097 4.0133 1.2444  0.004
H -0.2032 3.2822 3.1456  0.009
H -0.9785 0.6398 1.5498  -0.003
H -1.4910 0.6814 -1.0299  0.116
H -1.2798 2.5671 -0.9474  0.092
H 1.3550 1.9675 -1.5787  0.112
H 0.0815 2.0653 -2.9443  0.137
H 0.9715 -0.6843 -1.5545  0.116
H -0.1457 -0.3692 -3.0374  0.137
H 3.9174 0.5465 -3.3921  0.123
C -0.0231 -2.6835 1.0232  -0.108
C -1.1836 -2.2386 1.9352  -0.742
C -1.8384 -3.4844 2.5587  -0.101
O -2.0990 -1.6195 1.1724  -0.303
H -0.3604 -3.3384 0.2131  0.072
H 0.4832 -1.8203 0.5720  0.026
H 0.7296 -3.2381 1.5994  0.061
H -0.7143 -1.6900 2.7776  0.095
H -2.2367 -4.1665 1.8003  0.070
H -2.6585 -3.2095 3.2293  0.063
H -1.1061 -4.0475 3.1521  0.060

Values from the calculation:
Strongest force on any atom   3.80 eV Å⁻¹
Relative energy (zero: lowest compared OMol25 entry of this formula, charge and spin)   2.026 eV
Frontier orbital gap   0.1873 hartree
Electronic energy   -35301.35242 eV
2S+1   1

=====

Density functional theory data (ωB97M-V with the def2-TZVPD basis set) for 2 unconnected molecules or ions with the total composition C4H6NO at a distorted geometry.

Each line ends with the Löwdin charge.
Positions of all 12 atoms, in Å:
C -3.3323 0.0803 -0.2341  0.054
C 1.2792 -1.3296 0.5779  0.319
C -2.2079 -0.5347 -0.0784  -0.234
C 2.2084 0.6340 -0.5235  -0.031
N 1.8309 -0.4588 0.0710  0.057
O -1.1761 -1.0595 0.1359  0.089
H -3.3808 1.0465 -0.1332  0.004
H -4.2751 -0.4686 -0.6926  0.149
H 0.8674 -2.3248 0.8237  0.167
H 1.4224 0.9645 -1.1965  0.143
H 2.3796 1.3658 0.2760  0.148
H 3.1999 0.4958 -0.9321  0.136

Values from the calculation:
Strongest force on any atom   7.79 eV Å⁻¹
Relative energy (zero: lowest compared OMol25 entry of this formula, charge and spin)   2.636 eV
Net charge   +1
Frontier orbital gap   0.3086 hartree
Electronic energy   -7772.26103 eV
2S+1   1